(1)
# C37H46GeIrN2O3STe

A structure of composition C37H46GeIrN2O3STe in a non-equilibrium geometry (wB97M-V/def2-TZVPD, OMol25).

Values from the calculation:
Frontier orbital gap (spin up / spin down), eV: 2.11 / 2.27
LUMO (spin up / spin down), Eh: -0.3343 / -0.3311

Geometry as ORCA input:
```
! RIJCOSX wB97M-V def2-TZVPD def2/J DEFGRID3
* xyz 2 2
Ir 0.130 1.208 0.106
C 2.432 -1.319 4.204
C 1.098 -0.677 4.536
S -0.040 -0.735 3.091
O 0.572 0.292 2.158
C -1.431 0.206 3.862
C -2.355 -0.699 4.650
H 3.106 -1.236 5.054
H 2.905 -0.824 3.358
H 2.308 -2.374 3.971
H 1.220 0.374 4.793
H 0.599 -1.214 5.342
H -1.952 0.677 3.027
H -0.999 0.987 4.485
H -2.761 -1.480 4.014
H -3.182 -0.120 5.053
H -1.837 -1.162 5.484
O 1.538 1.851 -1.405
C 2.750 1.578 -1.378
O 3.192 0.546 -0.780
C 3.729 2.524 -2.029
C 4.984 2.589 -1.183
Ge 5.178 0.611 -0.481
C 5.920 -1.206 0.323
C 7.243 -1.536 0.104
C 7.783 -2.630 0.765
C 6.996 -3.383 1.620
C 5.664 -3.057 1.808
C 5.122 -1.952 1.167
C 4.995 1.219 1.540
C 3.778 1.645 2.032
C 3.701 2.160 3.316
C 4.838 2.247 4.100
C 6.049 1.784 3.614
C 6.128 1.262 2.332
C 5.727 -0.132 -2.372
C 5.098 -1.270 -2.836
C 5.514 -1.838 -4.033
C 6.573 -1.281 -4.731
C 7.191 -0.135 -4.262
C 6.766 0.446 -3.074
H 3.259 3.501 -2.158
H 3.935 2.114 -3.022
H 4.855 3.259 -0.334
H 5.840 2.914 -1.763
H 7.855 -0.958 -0.573
H 8.819 -2.893 0.604
H 7.422 -4.228 2.139
H 5.046 -3.658 2.458
H 4.089 -1.675 1.323
H 2.875 1.557 1.441
H 2.746 2.494 3.696
H 4.784 2.672 5.090
H 6.937 1.831 4.224
H 7.070 0.894 1.951
H 4.292 -1.723 -2.273
H 5.017 -2.721 -4.411
H 6.924 -1.749 -5.640
H 8.004 0.316 -4.814
H 7.257 1.337 -2.708
C -0.023 9.246 -0.602
C -0.136 7.798 -0.286
C -1.358 7.203 0.013
C -1.436 5.894 0.448
C -2.761 5.261 0.726
C -0.252 5.156 0.598
Te -0.292 3.359 1.711
C 0.973 5.690 0.181
C 2.232 4.888 0.256
C 1.008 7.000 -0.252
H -0.996 9.724 -0.659
H 0.512 9.407 -1.537
H 0.558 9.740 0.178
H -2.266 7.778 -0.078
H -3.568 5.977 0.598
H -2.791 4.870 1.747
H -2.922 4.429 0.036
H 2.028 3.849 -0.002
H 2.648 4.915 1.265
H 2.975 5.290 -0.428
H 1.955 7.435 -0.529
C -5.011 0.519 -1.308
N -4.228 0.098 -0.162
C -4.942 -0.542 0.926
C -2.956 0.239 -0.132
N -1.802 0.370 -0.079
H -5.529 -0.340 -1.739
H -4.370 0.968 -2.062
H -5.757 1.250 -0.992
H -5.534 -1.373 0.542
H -5.618 0.174 1.398
H -4.245 -0.915 1.673
*
```

These are the Löwdin partial charges, in e, on atoms 1 to 8: 0.7546 -0.1333 -0.3605 0.9636 -0.7807 -0.3891 -0.1291 0.0881


(2)
# C52H75B2CdN14OS3

A structure of composition C52H75B2CdN14OS3 (wB97M-V/def2-TZVPD, OMol25).

Values from the calculation:
Frontier orbital gap, eV: 7.19
LUMO, Eh: -0.1204

Geometry as ORCA input:
```
! RIJCOSX wB97M-V def2-TZVPD def2/J DEFGRID3
* xyz 1 1
Cd 0.258 0.717 -1.863
C 0.373 5.664 0.466
C -0.423 4.604 1.146
C -1.492 4.866 1.939
C -2.247 3.810 2.531
N -1.916 2.569 2.350
N -0.835 2.312 1.583
B -0.437 0.881 1.602
N 0.925 0.607 2.156
N 1.290 1.364 3.194
C 2.432 1.098 3.760
C 3.257 0.040 3.277
C 2.878 -0.718 2.211
C 3.698 -1.825 1.643
C 1.627 -0.390 1.605
S 0.931 -1.115 0.258
C 2.791 1.994 4.935
C 1.680 1.876 5.984
C 2.870 3.438 4.427
C 4.126 1.606 5.568
N -1.498 -0.116 1.835
N -1.416 -0.805 2.983
C -2.405 -1.593 3.282
C -3.537 -1.702 2.418
C -3.607 -1.008 1.251
C -4.767 -1.083 0.321
C -2.485 -0.176 0.918
S -2.293 0.724 -0.485
C -2.270 -2.329 4.607
C -0.924 -3.059 4.634
C -2.310 -1.283 5.728
C -3.396 -3.341 4.818
C -0.088 3.222 0.937
S 1.123 2.701 -0.109
C -3.460 4.096 3.389
C -4.078 2.797 3.899
C -4.490 4.855 2.545
C -3.024 4.956 4.582
H -0.026 6.650 0.689
H 0.369 5.503 -0.613
H 1.416 5.619 0.782
H -1.796 5.890 2.104
H 4.202 -0.158 3.757
H 4.636 -1.935 2.182
H 3.903 -1.635 0.587
H 3.146 -2.765 1.688
H 0.717 2.155 5.558
H 1.895 2.535 6.823
H 1.605 0.857 6.363
H 1.920 3.744 3.991
H 3.645 3.546 3.668
H 3.105 4.107 5.253
H 4.115 0.583 5.946
H 4.325 2.263 6.413
H 4.955 1.712 4.869
H -4.355 -2.349 2.696
H -5.577 -1.663 0.756
H -4.466 -1.542 -0.622
H -5.122 -0.082 0.078
H -0.106 -2.370 4.428
H -0.897 -3.858 3.892
H -0.767 -3.501 5.616
H -1.506 -0.559 5.606
H -2.196 -1.773 6.694
H -3.259 -0.746 5.731
H -3.423 -4.090 4.026
H -4.372 -2.861 4.881
H -3.233 -3.865 5.760
H -4.402 2.162 3.075
H -4.945 3.033 4.515
H -3.369 2.230 4.500
H -4.808 4.259 1.691
H -4.099 5.801 2.174
H -5.367 5.078 3.151
H -2.276 4.439 5.182
H -3.884 5.164 5.217
H -2.608 5.913 4.268
C -1.482 -2.762 -1.853
C -1.056 -2.106 -3.123
C -1.077 -2.650 -4.405
C -0.643 -1.638 -5.243
C -0.481 -1.668 -6.723
N -0.374 -0.561 -4.485
N -0.623 -0.850 -3.178
B -0.030 0.876 -4.963
N -1.044 1.886 -4.381
N -1.156 2.141 -3.048
C -2.105 3.053 -2.901
C -2.498 3.580 -1.563
C -2.619 3.414 -4.150
C -1.922 2.648 -5.063
C -2.060 2.619 -6.546
N 1.416 1.282 -4.581
N 1.780 1.527 -3.298
C 3.037 1.951 -3.310
C 3.762 2.315 -2.057
C 3.504 1.991 -4.624
C 2.444 1.562 -5.403
C 2.383 1.412 -6.883
H -1.623 -3.830 -2.019
H -2.424 -2.337 -1.504
H -0.754 -2.627 -1.051
H -1.370 -3.643 -4.688
H -0.763 -2.650 -7.096
H 0.552 -1.479 -7.012
H -1.105 -0.920 -7.209
H -0.108 0.894 -6.147
H -1.984 3.033 -0.772
H -3.571 3.470 -1.404
H -2.253 4.640 -1.479
H -3.392 4.130 -4.359
H -2.852 3.303 -6.847
H -2.315 1.622 -6.903
H -1.138 2.923 -7.040
H 3.562 1.595 -1.261
H 3.456 3.298 -1.699
H 4.835 2.338 -2.237
H 4.477 2.293 -4.964
H 3.336 1.710 -7.315
H 1.600 2.033 -7.316
H 2.185 0.380 -7.170
C 0.009 -7.134 -2.169
C 1.478 -7.170 -1.774
N 2.079 -5.841 -1.704
C 2.325 -5.273 -0.392
C 1.046 -4.910 0.349
C 2.403 -5.248 -2.877
O 2.246 -5.798 -3.953
C 2.957 -3.853 -2.828
C 4.276 -3.600 -3.178
C 4.716 -2.288 -3.177
C 3.816 -1.281 -2.851
N 2.545 -1.508 -2.533
C 2.140 -2.775 -2.518
H -0.404 -8.142 -2.167
H -0.098 -6.723 -3.171
H -0.571 -6.527 -1.476
H 2.041 -7.759 -2.501
H 1.605 -7.633 -0.793
H 2.958 -4.392 -0.505
H 2.896 -6.006 0.189
H 0.436 -4.233 -0.248
H 1.282 -4.411 1.288
H 0.454 -5.795 0.577
H 4.934 -4.414 -3.452
H 5.734 -2.040 -3.438
H 4.132 -0.247 -2.863
H 1.103 -2.945 -2.256
*
```

These are the Löwdin partial charges, in e, on atoms 1 to 8: 1.2267 -0.0482 -0.2471 0.0748 -0.1954 0.2060 -0.0124 -0.6043


(3)
# CCl2O2S

An isolated molecule of CCl2O2S in a non-equilibrium geometry (wB97M-V/def2-TZVPD, OMol25).

Values from the calculation:
Frontier orbital gap, eV: 8.44
LUMO, Eh: -0.0467

Geometry as ORCA input:
```
! RIJCOSX wB97M-V def2-TZVPD def2/J DEFGRID3
* xyz 0 1
C -0.784 0.822 -0.255
O -1.792 0.950 0.313
O 0.744 -0.754 1.813
S 0.972 -0.372 0.429
Cl -0.104 1.548 -1.779
Cl 0.965 -2.194 -0.521
*
```

Charges obtained by natural (NBO) population analysis, quoted in units of e: 0.4224 -0.4510 -0.8540 1.1544 -0.0610 -0.2107


(4)
# C33H58Br27FN2O6P2

A structure of composition C33H58Br27FN2O6P2 in a non-equilibrium geometry (wB97M-V/def2-TZVPD, OMol25).

Values from the calculation:
Frontier orbital gap, eV: 7.90
LUMO, Eh: -0.0105

Geometry as ORCA input:
```
! RIJCOSX wB97M-V def2-TZVPD def2/J DEFGRID3
* xyz 0 1
C 7.140 -2.545 -0.604
C 6.254 -3.859 -0.129
C 4.661 -3.536 -0.376
C 3.815 -3.268 1.041
C 4.516 -2.139 1.997
C 3.611 -0.847 2.376
C 3.205 0.171 1.167
C 4.253 0.335 -0.056
C 3.629 0.253 -1.582
C 2.123 0.834 -1.767
N 0.978 -0.100 -1.780
P 1.301 -1.760 -1.324
C 0.928 -3.020 -2.776
O 0.185 -2.321 -0.043
C -0.294 0.310 -2.373
C -0.557 1.959 -2.296
C -0.806 2.627 -0.865
C -0.345 1.939 0.504
C -1.596 1.817 1.611
C 0.735 2.972 1.257
C -1.683 -0.362 -1.729
N -1.938 -1.783 -2.120
C -2.815 -2.475 -1.365
C -3.072 -2.464 0.245
C -3.749 -3.585 -2.206
O -2.917 0.352 -2.073
C -3.735 0.732 -0.927
C -5.261 0.095 -1.188
C -6.105 0.054 0.255
O -7.361 -0.468 0.324
F -5.542 0.528 1.555
P -0.114 0.010 -4.281
O -0.608 1.259 -5.164
O 1.586 -0.185 -4.770
O -0.937 -1.368 -4.912
H 6.543 -1.776 -1.258
H 8.104 -2.849 -1.220
H 7.453 -1.974 0.393
H 6.557 -4.846 -0.725
H 6.500 -4.078 1.018
H 4.127 -4.440 -0.938
H 4.521 -2.596 -1.056
H 3.866 -4.315 1.612
H 2.665 -3.079 0.851
H 4.775 -2.692 3.023
H 5.576 -1.776 1.586
H 2.587 -1.248 2.841
H 4.139 -0.241 3.247
H 3.108 1.245 1.685
H 2.090 -0.094 0.863
H 4.738 1.423 0.037
H 5.178 -0.400 -0.055
H 4.333 0.992 -2.211
H 3.842 -0.796 -2.113
H 2.003 1.705 -0.959
H 2.131 1.420 -2.809
H -0.087 -3.578 -2.636
H 1.773 -3.853 -2.632
H 1.115 -2.562 -3.831
H 0.273 -3.319 0.019
H -1.501 2.264 -2.968
H 0.308 2.580 -2.841
H -1.972 2.877 -0.771
H -0.306 3.714 -0.899
H 0.127 0.877 0.477
H -1.761 0.661 1.849
H -2.615 2.211 1.196
H -1.379 2.402 2.604
H 1.837 2.829 0.896
H 0.754 2.806 2.437
H 0.430 4.109 1.116
H -1.454 -0.365 -0.557
H -4.228 -2.370 0.517
H -2.524 -1.630 0.851
H -2.666 -3.504 0.666
H -3.523 -4.620 -1.656
H -3.336 -3.714 -3.296
H -4.880 -3.296 -2.135
H -3.916 1.911 -0.933
H -3.406 0.313 0.112
H -5.210 -1.040 -1.532
H -5.861 0.674 -2.013
H 1.586 -0.366 -5.771
H -0.740 -1.454 -5.896
C -6.636 3.348 4.041
Br -5.238 4.195 2.985
Br -6.639 3.983 5.880
Br -8.384 3.532 3.208
H -6.408 2.277 4.073
C 6.530 -6.824 -3.168
Br 6.344 -5.044 -3.930
Br 5.328 -7.096 -1.663
Br 6.328 -8.212 -4.516
H 7.551 -6.901 -2.780
C -1.127 -5.362 -5.679
Br 0.814 -5.351 -5.553
Br -1.784 -3.959 -6.856
Br -1.809 -7.111 -6.186
H -1.513 -5.146 -4.677
C -5.391 -3.140 3.987
Br -4.004 -3.464 5.313
Br -5.231 -1.373 3.189
Br -5.443 -4.541 2.638
H -6.350 -3.168 4.514
C 0.744 7.042 -0.420
Br -0.840 7.350 0.667
Br 2.275 6.521 0.662
Br 0.404 5.771 -1.852
H 0.998 7.996 -0.893
C -3.840 10.651 0.900
Br -4.403 11.245 -0.864
Br -4.406 8.827 1.265
Br -1.927 10.882 1.165
H -4.343 11.294 1.630
C -5.242 5.888 9.564
Br -3.696 5.310 8.535
Br -6.133 7.409 8.740
Br -6.476 4.423 9.902
H -4.871 6.224 10.538
C -3.299 9.020 10.961
Br -2.611 7.211 11.150
Br -3.333 9.964 12.662
Br -2.339 10.021 9.597
H -4.337 8.934 10.623
C 7.967 -9.445 -8.326
Br 9.250 -8.106 -7.739
Br 7.613 -10.765 -6.941
Br 6.328 -8.635 -8.989
H 8.423 -9.979 -9.167
*
```

These are the Löwdin partial charges, in e, on atoms 1 to 8: -0.1488 -0.2581 -0.2271 -0.1961 -0.2237 -0.2170 -0.2100 -0.1866


(5)
# C59H47FGeN2O3P3Pd

A structure of composition C59H47FGeN2O3P3Pd (wB97M-V/def2-TZVPD, OMol25).

Values from the calculation:
Frontier orbital gap (spin up / spin down), eV: 6.79 / 5.16
LUMO (spin up / spin down), Eh: 0.0029 / -0.0567

Geometry as ORCA input:
```
! RIJCOSX wB97M-V def2-TZVPD def2/J DEFGRID3
* xyz 0 2
Pd -0.679 -0.494 -0.827
F -2.064 -3.060 -3.996
Ge -1.905 -1.811 -2.662
C -3.671 -0.936 -2.816
C -4.662 -1.401 -3.685
C -5.887 -0.764 -3.766
C -6.152 0.353 -2.976
C -5.179 0.828 -2.119
C -3.936 0.193 -2.051
P -2.629 0.772 -0.915
C -3.622 0.972 0.609
C -3.950 2.197 1.176
C -4.671 2.248 2.366
C -5.069 1.077 2.989
C -4.759 -0.152 2.415
C -4.038 -0.204 1.236
C -2.263 2.483 -1.446
C -1.345 3.208 -0.682
C -0.953 4.479 -1.061
C -1.452 5.038 -2.232
C -2.343 4.317 -3.010
C -2.751 3.046 -2.619
C -0.910 -0.666 -4.008
C -1.605 -0.526 -5.215
C -1.097 0.232 -6.254
C 0.146 0.844 -6.131
C 0.855 0.699 -4.955
C 0.317 -0.023 -3.889
P 1.221 -0.327 -2.343
C 2.388 -1.557 -3.058
C 1.829 -2.792 -3.387
C 2.580 -3.760 -4.027
C 3.911 -3.514 -4.340
C 4.475 -2.290 -4.020
C 3.715 -1.312 -3.387
C 2.202 1.179 -2.045
C 3.390 1.114 -1.314
C 4.074 2.266 -0.963
C 3.569 3.511 -1.324
C 2.372 3.588 -2.019
C 1.688 2.431 -2.371
C -2.342 -3.288 -1.337
C -3.410 -4.076 -1.779
C -4.004 -5.020 -0.956
C -3.536 -5.216 0.334
C -2.453 -4.476 0.781
C -1.860 -3.525 -0.045
P -0.409 -2.555 0.434
C 0.982 -3.588 -0.154
C 0.851 -4.891 -0.619
C 1.977 -5.617 -0.988
C 3.240 -5.055 -0.877
C 3.378 -3.752 -0.417
C 2.254 -3.019 -0.075
C -0.273 -2.823 2.245
C -1.225 -2.201 3.056
C -1.170 -2.313 4.435
C -0.157 -3.052 5.034
C 0.785 -3.688 4.240
C 0.725 -3.579 2.855
H -4.464 -2.270 -4.302
H -6.648 -1.139 -4.441
H -7.115 0.845 -3.032
H -5.382 1.694 -1.498
H -3.637 3.117 0.698
H -4.919 3.207 2.802
H -5.620 1.117 3.920
H -5.077 -1.071 2.891
H -3.784 -1.165 0.796
H -0.933 2.766 0.221
H -0.243 5.026 -0.454
H -1.139 6.028 -2.540
H -2.729 4.740 -3.929
H -3.438 2.490 -3.244
H -2.556 -1.022 -5.348
H -1.663 0.331 -7.172
H 0.559 1.418 -6.951
H 1.837 1.149 -4.862
H 0.791 -3.005 -3.152
H 2.125 -4.710 -4.275
H 4.501 -4.272 -4.840
H 5.507 -2.084 -4.275
H 4.168 -0.355 -3.170
H 3.776 0.151 -1.002
H 4.996 2.194 -0.400
H 4.105 4.413 -1.057
H 1.964 4.551 -2.297
H 0.738 2.510 -2.887
H -3.790 -3.942 -2.781
H -4.838 -5.603 -1.326
H -4.001 -5.947 0.983
H -2.064 -4.643 1.778
H -0.129 -5.346 -0.693
H 1.863 -6.627 -1.362
H 4.115 -5.623 -1.166
H 4.360 -3.299 -0.352
H 2.347 -1.985 0.248
H -2.019 -1.622 2.600
H -1.918 -1.820 5.044
H -0.110 -3.140 6.112
H 1.569 -4.280 4.695
H 1.464 -4.091 2.252
O 1.535 0.153 0.802
N 1.953 0.638 1.915
C 2.243 1.961 1.999
C 2.686 2.512 3.180
C 2.842 1.715 4.304
C 2.537 0.367 4.200
C 2.098 -0.157 3.004
H 2.089 2.499 1.076
H 2.900 3.571 3.204
H 3.188 2.134 5.238
H 2.626 -0.300 5.046
H 1.828 -1.191 2.846
O -0.734 2.578 3.101
N -0.820 1.402 2.937
O -1.141 0.709 2.033
*
```

These are the Löwdin partial charges, in e, on atoms 1 to 8: 0.1394 -0.3325 0.8173 -0.2719 -0.1032 -0.0739 -0.0787 -0.0940


What E values result from the calculations? In sequence: -4619.4215 -4280.4027 -1507.0988 -72133.5353 -5940.3905 Eh.